Computed, not measured: a structure of composition C30H23AuCl4IN5O2S, with ωB97M-V/def2-TZVPD.

```
! wB97M-V def2-TZVPD RIJCOSX def2/J DEFGRID3
* xyz 0 1
Au -0.53818 1.53123 1.60415
Cl -6.60038 2.15787 -2.83288
C -5.37523 1.56112 -1.73882
C -5.35889 0.23512 -1.40492
C -4.39329 -0.27239 -0.53558
I -4.43842 -2.29868 -0.04736
C -3.37831 0.50609 0.05765
O -2.50512 0.03696 0.83897
C -3.42160 1.92543 -0.32103
N -2.47504 2.73218 0.21345
C -2.46964 4.01223 -0.06819
C -3.40824 4.61181 -0.92430
C -4.36969 3.82416 -1.48947
C -4.41102 2.44146 -1.20246
H -6.10675 -0.42648 -1.82142
H -1.68193 4.60624 0.38771
H -3.35979 5.67338 -1.12710
H -5.10973 4.24299 -2.15772
Cl 8.15125 -4.58043 -2.93171
C 6.72186 -3.63750 -2.66351
C 6.15909 -3.58597 -1.40084
C 5.01303 -2.83044 -1.21798
C 4.41608 -2.11794 -2.25443
C 3.15667 -1.32769 -1.95414
C 3.35949 0.18047 -2.03099
N 2.18741 0.87151 -1.51878
C 1.29682 1.62802 -2.24042
C 0.32995 2.01909 -1.36921
N 0.62012 1.50893 -0.12680
C 1.73657 0.82208 -0.25295
O 2.08344 -1.64443 -2.80234
C 1.36509 -2.82086 -2.41792
C 0.69889 -2.66235 -1.08635
C -0.36955 -1.83361 -0.87834
Cl -1.16235 -0.93935 -2.09900
S -0.86628 -1.77958 0.76200
C 0.36510 -2.88833 1.19495
C 1.11899 -3.27294 0.12845
C 5.01624 -2.19538 -3.51000
Cl 4.36682 -1.35173 -4.88330
C 6.15994 -2.94857 -3.72381
H 6.60530 -4.13285 -0.58264
H 4.55551 -2.79411 -0.23574
H 2.88770 -1.55848 -0.91569
H 3.51180 0.49358 -3.06067
H 4.23605 0.46757 -1.44824
H 1.42258 1.79731 -3.29464
H -0.55327 2.60633 -1.54425
H 2.23649 0.29695 0.54328
H 2.03595 -3.68725 -2.40972
H 0.62776 -2.96044 -3.20611
H 0.46082 -3.21139 2.21937
H 1.93649 -3.97990 0.18745
H 6.60455 -2.99320 -4.70730
N -3.19873 1.27087 7.24089
C -2.56274 1.34342 6.03718
C -2.38572 2.56410 5.37742
C -1.77191 2.58399 4.14779
N -1.31465 1.48475 3.53550
C -1.49404 0.31184 4.15838
C -2.09569 0.19561 5.38814
H -3.36548 2.11248 7.76152
H -3.16021 0.41728 7.76728
H -2.73703 3.48888 5.81520
H -1.63840 3.51440 3.61367
H -1.14846 -0.56272 3.62543
H -2.21809 -0.78277 5.83319
*
```

Computed properties:
* orbital gap: 6.7 eV
* total energy: -115747.4460 eV
* HOMO energy: -6.39 eV
* energy above the lowest of the compared OMol25 structures with the same formula, charge and spin: 39.5 kJ/mol


Computed, not measured: the molecule C4H12N4, with ωB97M-V/def2-TZVPD.

```
! wB97M-V def2-TZVPD RIJCOSX def2/J DEFGRID3
* xyz 0 1
C 1.68082 1.94174 1.26162
N 1.49013 0.54550 1.57862
C 0.79062 -0.21239 0.84116
C 0.66225 -1.66781 1.16220
N 0.15381 0.20553 -0.32001
N -0.70841 -0.59356 -1.00585
C -0.95233 -0.10286 -2.33353
N -2.23851 -0.62739 -0.38967
H 2.19209 2.08122 0.30216
H 0.73540 2.50041 1.23241
H 2.30044 2.37685 2.04461
H 1.33995 -1.91006 1.97403
H -0.35953 -1.89264 1.46793
H 0.88871 -2.26960 0.28361
H 0.06704 1.21223 -0.45639
H -0.36506 -0.68330 -3.03782
H -2.05155 -0.30620 -2.44704
H -0.79490 0.97554 -2.46615
H -2.45941 0.01077 0.37725
H -2.37155 -1.58397 -0.06915
*
```

Computed properties:
* orbital gap: 9.4 eV
* total energy: -10300.2621 eV
* HOMO energy: -8.48 eV
* SMILES: C/N=C(/C)NN(C)N
* energy above the lowest of the compared OMol25 structures with the same formula, charge and spin: 290.4 kJ/mol


Computed, not measured: the molecule C5H8N2, with ωB97M-V/def2-TZVPD.

```
! wB97M-V def2-TZVPD RIJCOSX def2/J DEFGRID3
* xyz 0 1
C -2.42828 -0.19646 -0.06247
C -0.94066 0.04786 -0.00255
C -0.34264 1.25345 -0.16551
N 1.04774 1.08468 -0.17552
C 1.30074 -0.23447 -0.08282
N 2.55842 -0.80770 -0.20461
C 0.12467 -0.95750 0.15878
H -2.68134 -0.98678 -0.78190
H -2.82892 -0.51370 0.90550
H -2.97616 0.70299 -0.37322
H -0.76082 2.24272 -0.27751
H 1.73742 1.80407 -0.30271
H 3.22624 -0.61990 0.53206
H 2.43828 -1.80091 -0.37891
H 0.52531 -1.01834 1.21139
*
```

Computed properties:
* orbital gap: 8.6 eV
* total energy: -8292.8068 eV
* HOMO energy: -7.76 eV
* SMILES: Cc1c[nH]c(N)c1
* energy above the lowest of the compared OMol25 structures with the same formula, charge and spin: 211.3 kJ/mol


Computed, not measured: the molecule C4H10N2O, with ωB97M-V/def2-TZVPD.

```
! wB97M-V def2-TZVPD RIJCOSX def2/J DEFGRID3
* xyz 0 1
H -0.87469 2.92516 0.29743
N -0.83282 1.92865 0.24687
C 0.34659 1.46875 0.05092
O 1.51255 1.81886 -0.07711
N 0.08165 -0.12373 -0.03268
C -1.51339 -0.31140 0.21237
C 0.92056 -0.79603 1.01644
C 0.56016 -0.62040 -1.35933
H -1.71738 -1.23165 -0.31175
H -1.64339 -0.39642 1.29277
H -2.28052 0.42851 -0.10150
H 0.78434 -1.88138 0.96767
H 0.63089 -0.42822 2.00174
H 1.98611 -0.56132 0.86945
H 0.00561 -0.11196 -2.14743
H 1.62948 -0.40535 -1.49920
H 0.40426 -1.70209 -1.42665
*
```

Computed properties:
* orbital gap: 9.4 eV
* total energy: -9336.2130 eV
* HOMO energy: -8.66 eV
* SMILES: [H]/N=C(\[O-])[N+](C)(C)C
* energy above the lowest of the compared OMol25 structures with the same formula, charge and spin: 267.7 kJ/mol


Computed, not measured: a cluster of 2 separate species, C5H6O in total, with ωB97M-V/def2-TZVPD.

```
! wB97M-V def2-TZVPD RIJCOSX def2/J DEFGRID3
* xyz 0 1
C 1.05775 2.73828 0.86366
C 1.59521 1.60934 0.53745
O 2.13787 0.58230 0.56873
H 1.03768 3.22505 1.77221
H 0.68870 3.27854 0.06226
C -0.02146 -1.75850 -1.98742
C -0.61439 -1.65784 -0.94885
C -1.48885 -1.64398 0.20657
H 0.83985 -1.60600 -2.61894
H -1.90556 -2.59753 0.33050
H -0.96777 -1.32003 1.10490
H -2.35902 -0.84964 0.10895
*
```

Computed properties:
* orbital gap: 10.0 eV
* total energy: -7325.9982 eV
* HOMO energy: -9.41 eV
* SMILES: C=C=O.C#CC
* energy above the lowest of the compared OMol25 structures with the same formula, charge and spin: 317.1 kJ/mol


Computed, not measured: a structure of composition C37H74BCl36N2O10PS2, with ωB97M-V/def2-TZVPD.

```
! wB97M-V def2-TZVPD RIJCOSX def2/J DEFGRID3
* xyz 0 1
C 4.74458 -0.94483 2.34434
C 5.42842 -1.01268 1.00195
O 4.48779 -1.35295 -0.05756
B 5.01502 -1.06778 -1.26989
O 6.38028 -1.21824 -1.55262
C 4.10255 -0.47525 -2.44462
N 4.23956 1.02107 -2.37743
C 3.89474 1.49458 -1.30385
O 3.71917 2.03404 -0.29675
O 2.73957 -0.81887 -2.21586
C 2.11317 -1.58973 -3.20493
Cl 3.06346 -3.10498 -3.41914
P 2.13498 -0.43785 -4.73404
N 0.81679 -0.82990 -5.75696
O 3.47214 -0.91531 -5.59684
C 0.63668 -1.84053 -2.63140
C 0.85789 -2.23489 -1.16385
C -0.18227 -3.06714 -0.37646
C -0.36664 -2.55476 1.08471
C -1.84381 -2.78322 1.44890
S -2.16443 -2.87529 3.19955
O -1.18933 -3.70116 3.83904
O -3.49817 -3.37364 3.36119
Cl -2.11983 -0.93261 3.81326
C -0.01501 -2.84468 -3.63245
C -0.40835 -4.28385 -3.28866
C 0.67629 -5.21423 -2.73776
C -0.89384 -4.93981 -4.60677
O 0.13473 -0.52721 -2.88671
C -0.96939 0.08044 -2.30954
C -2.00765 -0.65714 -1.48163
C -3.27272 0.22287 -1.20897
C -3.30224 0.67674 0.27776
C -4.61226 -0.51838 -1.49586
S -0.29931 1.47771 -1.30922
C 0.83595 2.28554 -2.42140
O 0.35490 0.98208 -0.11803
O -1.33153 2.45579 -1.01211
H 4.27221 -1.88558 2.61114
H 4.05968 -0.10072 2.38067
H 5.51406 -0.75469 3.08426
H 6.17694 -1.80647 1.01728
H 5.94386 -0.07607 0.78966
H 6.45864 -2.07785 -1.99185
H 4.52707 -0.78959 -3.39405
H 0.53612 -0.02694 -6.30580
H 1.09088 -1.53402 -6.43895
H 3.51192 -1.88335 -5.67014
H 1.80967 -2.72932 -1.00948
H 0.95091 -1.30245 -0.60949
H 0.19415 -4.08166 -0.26607
H -1.16265 -3.15461 -0.82922
H 0.22159 -3.16837 1.75953
H -0.12900 -1.49548 1.16024
H -2.51624 -2.07486 0.97417
H -2.10445 -3.77471 1.08224
H -0.91633 -2.35293 -4.00050
H 0.61393 -2.91459 -4.51472
H -1.27393 -4.36447 -2.63965
H 1.32786 -5.50750 -3.56491
H 0.26331 -6.14354 -2.35009
H 1.32393 -4.78113 -1.98235
H -0.14978 -4.77317 -5.38477
H -1.89314 -4.62461 -4.88635
H -0.88671 -6.01306 -4.42264
H -1.52471 0.60252 -3.09585
H -1.57483 -0.81453 -0.49636
H -2.34810 -1.58855 -1.91712
H -3.22283 1.14261 -1.78242
H -2.30450 0.66748 0.71952
H -3.90515 0.01072 0.89263
H -3.62640 1.70968 0.35205
H -5.26300 -0.47192 -0.62770
H -4.46146 -1.56256 -1.75298
H -5.12740 0.02157 -2.28714
H 0.25507 2.45185 -3.32841
H 1.08965 3.26846 -2.02373
H 1.69047 1.65191 -2.62869
C -3.45492 0.35717 5.77910
Cl -4.97401 0.45442 4.86483
Cl -2.92129 1.93560 6.35337
H -3.61143 -0.29879 6.62652
H -2.68588 -0.04850 5.13172
C -0.77329 4.58296 0.84414
Cl 0.91270 4.75493 1.37268
Cl -1.91047 4.63716 2.19475
H -1.00222 5.39398 0.16263
H -0.88123 3.62922 0.33977
C -4.95656 -4.49338 -2.36746
Cl -3.52277 -3.89352 -1.51878
Cl -4.94073 -4.02770 -4.07078
H -4.97058 -5.57427 -2.29889
H -5.83781 -4.07407 -1.89609
C 0.97507 2.96117 5.01906
Cl 1.84108 1.60468 5.76237
Cl -0.22560 3.64376 6.12124
H 1.68905 3.73281 4.75927
H 0.47020 2.60422 4.12866
C 0.26137 0.98111 8.88928
Cl 1.57272 0.44918 9.95488
Cl -1.17776 -0.02967 9.08339
H 0.00927 2.00559 9.13465
H 0.59966 0.91614 7.86075
C -5.75373 4.04019 3.79573
Cl -4.38643 4.58830 4.77677
Cl -5.68443 4.67282 2.14352
H -5.73576 2.95724 3.75649
H -6.67706 4.38355 4.25092
C 6.00781 -5.74956 -4.12620
Cl 4.41071 -5.72990 -4.88237
Cl 6.61103 -4.11281 -3.81569
H 5.94198 -6.28302 -3.18570
H 6.70094 -6.24703 -4.79343
C 2.21271 -1.99774 7.37136
Cl 3.68240 -1.59044 6.47474
Cl 1.06467 -2.89699 6.37164
H 2.48324 -2.60551 8.22611
H 1.74277 -1.08056 7.70078
C 8.98894 -1.25541 1.35592
Cl 10.65720 -1.76350 1.62893
Cl 7.92094 -1.75213 2.67683
H 8.96487 -0.17427 1.27939
H 8.63192 -1.70297 0.43499
C 11.88803 2.19172 2.17811
Cl 11.01859 1.56795 3.58422
Cl 11.24198 1.53796 0.66819
H 11.78984 3.27030 2.15876
H 12.93093 1.90997 2.25904
C 3.47738 5.36898 -3.20584
Cl 2.65647 4.69566 -1.78587
Cl 2.80066 4.73303 -4.70986
H 3.36480 6.44305 -3.19959
H 4.52579 5.09935 -3.15196
C 0.37490 8.64486 -3.46473
Cl 1.01561 7.25696 -2.57752
Cl 0.38643 8.35452 -5.20886
H -0.64537 8.82225 -3.14679
H 0.98973 9.51120 -3.25242
C -9.08392 6.23144 3.56743
Cl -8.81383 4.48940 3.45261
Cl -9.03751 7.01057 1.98338
H -10.05829 6.40006 4.01065
H -8.30812 6.66211 4.19104
C -5.99736 -2.73503 6.87475
Cl -4.35218 -2.54450 7.49877
Cl -7.19446 -2.74369 8.17438
H -6.21145 -1.90757 6.20833
H -6.05582 -3.67496 6.33939
C -10.74435 2.86995 6.75962
Cl -10.60707 4.58357 6.34676
Cl -9.16373 2.08140 6.80687
H -11.20655 2.78482 7.73547
H -11.35479 2.38166 6.00955
C -1.48522 -6.66792 -8.37909
Cl 0.22708 -6.48080 -7.97696
Cl -2.51896 -6.52841 -6.95236
H -1.76208 -5.89396 -9.08459
H -1.63175 -7.64675 -8.81925
C 0.21020 6.92393 -9.04011
Cl -0.18177 7.91437 -10.45014
Cl -0.96688 5.62453 -8.81170
H 1.19049 6.48574 -9.18315
H 0.21004 7.55637 -8.15974
*
```

Computed properties:
* orbital gap: 9.0 eV
* total energy: -545467.0606 eV
* HOMO energy: -8.81 eV


Computed, not measured: a cluster of 2 separate species, C9H16N2O2 in total, with ωB97M-V/def2-TZVPD.

```
! wB97M-V def2-TZVPD RIJCOSX def2/J DEFGRID3
* xyz 0 1
O 2.42793 2.18591 -1.12615
C 2.62253 1.14167 -0.57800
C 3.01210 1.08529 0.76592
C 2.99933 -0.18736 1.31117
N 2.62142 -1.24114 0.72959
C 2.34968 -1.32095 -0.65497
O 2.13008 -2.28542 -1.35379
N 2.22399 -0.01556 -1.15860
H 3.24550 1.95232 1.33434
H 2.85247 -0.20135 2.45419
H 2.23783 -2.15990 1.40516
H 1.77597 0.30320 -2.05240
C -1.98584 1.16950 0.84913
C -1.75291 -0.00980 -0.04307
C -3.03818 -0.84531 -0.29992
C -0.65951 -0.74209 0.75907
C -1.22166 0.58543 -1.54669
H -2.67769 1.97075 0.42184
H -2.45438 0.99996 1.78311
H -1.17225 1.84180 1.32839
H -2.78708 -1.59926 -1.12344
H -3.43336 -1.42775 0.49311
H -3.84102 -0.17691 -0.69415
H -0.57022 -1.92625 0.41068
H -1.01229 -0.97970 1.79722
H 0.17597 -0.18854 0.71834
H -0.63101 1.35326 -1.85052
H -1.25085 -0.37349 -2.26206
H -2.18657 1.09170 -1.81752
*
```

Computed properties:
* orbital gap: 9.2 eV
* total energy: -16664.8703 eV
* HOMO energy: -9.13 eV
* SMILES: O=c1cc[nH]c(=O)[nH]1.CC(C)(C)C
* energy above the lowest of the compared OMol25 structures with the same formula, charge and spin: 428.1 kJ/mol


Computed, not measured: a cluster of 3 separate species, C3H11NO3S in total, with ωB97M-V/def2-TZVPD.

```
! wB97M-V def2-TZVPD RIJCOSX def2/J DEFGRID3
* xyz -2 1
C 2.17913 -0.32349 0.45340
C 3.29564 0.30425 -0.36847
S 4.77944 -0.78441 -0.49628
N 1.06590 0.63866 0.75655
C 0.04580 0.70716 -0.29777
O -0.76945 -0.42063 -0.39778
H 2.63538 -0.59733 1.41291
H 1.76840 -1.20039 -0.05467
H 2.93328 0.53300 -1.37141
H 3.60535 1.22402 0.12429
H 0.58201 0.21135 1.54318
H -0.56857 1.58121 -0.06610
H 0.56351 0.89397 -1.23699
H -4.64849 -1.83919 -1.00111
H -4.34663 -0.64686 -0.07594
O -5.10811 -1.13812 -0.53156
H -1.70529 -0.14490 -0.04192
H -3.21839 0.78926 1.20247
O -3.08887 0.21244 0.44720
*
```

Computed properties:
* orbital gap: 6.0 eV
* total energy: -21756.8182 eV
* HOMO energy: -0.08 eV
* energy above the lowest of the compared OMol25 structures with the same formula, charge and spin: 6.1 kJ/mol